Density functional theory data (wB97M-V/def2-TZVPD) for the molecule C4H3NS in a non-equilibrium geometry.

Geometry (Å):
H1 -0.2093 2.2807 0.6535
C1 -0.9104 -0.4917 -1.3497
N1 -0.2270 -1.2814 -0.7220
C2 0.5842 0.3347 0.8498
S1 -2.1092 -0.0514 -2.3058
H2 1.1989 -1.6547 0.7865
C3 -0.1731 1.3141 0.1841
C4 0.6041 -0.9334 0.3205
H3 1.2418 0.4831 1.5831

Properties
LUMO energy (alpha / beta) (hartree): -0.06021 / -0.06021
Energy (eV): -16517.039
Orbital gap (alpha / beta) (eV): 6.71 / 6.71
HOMO energy (alpha / beta) (eV): -8.35 / -8.35
Energy relative to the best compared isomer or geometry (same formula, charge and spin) (kcal/mol): 74.1

Atom charges from the natural (NBO) analysis, given in e for atoms 1 to 5: 0.14 0.27 -0.53 -0.46 0.10